Below is C25H25FN4O3 in the gas phase, with properties calculated with ωB97M-V/def2-TZVPD.

```
58
Properties=species:S:1:pos:R:3:forces:R:3:nbo_charge:R:1
F -4.029288 -1.102819 5.635216 0.02 -0.01 -0.06 -0.32
O 0.159955 3.971572 -0.530200 0.21 0.31 0.14 -0.61
O -1.487230 -0.074339 -1.435456 -0.04 0.04 -0.31 -0.69
O -0.656122 -4.007976 0.405534 0.14 -0.40 0.27 -0.63
N 0.095887 2.124812 -1.868792 -0.08 -0.34 -0.24 -0.64
N -0.013232 -2.435017 -1.092876 0.37 0.22 -0.40 -0.63
N -2.232385 -1.064202 0.422855 -0.07 -0.28 -0.09 -0.46
N 1.569970 1.093597 -3.253759 -0.39 -0.12 0.20 -0.46
C 3.261462 3.280839 -3.344764 -0.09 -0.21 -0.04 -0.15
C 1.285987 2.200234 -2.571957 0.35 0.25 -0.15 0.38
C -4.487785 -1.307151 3.337953 0.05 -0.01 0.21 -0.27
C 1.651771 -0.920896 1.754295 0.01 -0.03 -0.03 -0.23
C -2.244766 -0.853561 4.122624 -0.23 0.00 0.17 -0.26
C -0.890109 -3.028474 -0.270588 -0.63 0.37 -0.20 0.66
C -3.586540 -1.088051 4.365263 0.09 0.03 -0.17 0.40
C 2.098510 1.409638 1.396138 -0.02 0.08 0.09 -0.23
C -1.775100 2.555658 -0.419030 0.08 0.00 0.08 -0.49
C 2.106308 3.331217 -2.589231 -0.02 0.09 0.02 -0.29
C -1.744039 1.328557 0.504491 -0.06 0.18 -0.22 -0.50
C 2.678921 1.064559 -3.971499 0.25 0.07 -0.15 0.05
C 2.625863 1.105498 0.152719 0.06 0.06 -0.05 -0.22
C 1.355189 -2.884424 -1.240552 0.06 -0.27 0.35 -0.21
C 2.650390 -0.202915 -0.294461 0.00 -0.03 0.07 -0.16
C -1.801811 0.018932 -0.251552 -0.17 0.27 0.35 0.73
C 2.159739 -1.232702 0.500057 0.05 -0.11 0.06 -0.02
C -2.683722 -1.050210 1.769083 -0.09 0.10 0.49 0.20
C -0.397140 2.972675 -0.930637 -0.51 -0.16 0.03 0.70
C 3.564316 2.125273 -4.053616 0.06 0.04 0.01 -0.29
C -1.795500 -0.837705 2.815298 -0.20 -0.12 -0.17 -0.22
C -2.274707 -2.347852 -0.268264 0.18 -0.32 -0.27 -0.31
C 2.189410 -2.659803 0.029687 -0.07 -0.03 -0.18 -0.44
C -4.028642 -1.288953 2.034679 0.23 0.10 0.02 -0.21
C 1.617223 0.390672 2.200103 0.01 0.07 0.08 -0.22
H 1.800156 -3.311591 0.812786 0.08 -0.01 -0.03 0.23
H 4.458632 2.053820 -4.652026 0.07 -0.04 -0.06 0.22
H -0.291368 -1.585200 -1.567607 -0.11 -0.12 0.09 0.44
H -1.570036 -0.695337 4.948576 0.05 0.02 0.11 0.23
H 3.024685 1.894324 -0.466476 0.02 0.06 -0.07 0.22
H 1.295134 -1.720805 2.389473 -0.05 -0.09 0.04 0.21
H -5.526379 -1.487855 3.564093 -0.10 -0.01 0.05 0.24
H -4.715308 -1.454241 1.218243 -0.06 -0.02 -0.10 0.22
H -0.819362 1.336942 1.088944 -0.05 -0.07 0.11 0.26
H -2.599020 -2.182932 -1.299640 -0.02 -0.03 0.13 0.23
H 1.228792 0.619482 3.183584 -0.04 0.02 0.08 0.21
H -2.974761 -3.003836 0.248703 0.14 0.07 -0.07 0.23
H 2.859419 0.139809 -4.505462 0.09 -0.03 -0.08 0.19
H -2.580317 1.373770 1.204794 0.12 0.00 0.01 0.24
H 1.347497 -3.956470 -1.462069 0.07 0.12 -0.08 0.21
H -2.425316 2.356585 -1.272916 -0.03 0.04 0.02 0.23
H 1.835311 4.203615 -2.019387 -0.03 0.02 0.03 0.26
H 3.063391 -0.424928 -1.267436 0.04 -0.03 -0.13 0.20
H -0.754088 -0.669478 2.598472 0.10 0.01 -0.04 0.23
H 2.070535 2.433983 1.735748 0.00 0.11 0.03 0.22
H 1.784185 -2.344910 -2.084945 -0.03 -0.05 -0.01 0.21
H -2.173081 3.405257 0.136778 0.09 -0.04 -0.09 0.24
H -0.421544 1.255349 -2.023307 0.03 0.23 0.10 0.45
H 3.921604 4.135331 -3.381937 0.03 0.06 0.01 0.22
H 3.218456 -2.957366 -0.185747 0.01 -0.06 0.03 0.22
```
Forces are in eV/Å.

## Properties
Gap between HOMO and LUMO in eV: 9.27
Spin multiplicity: 1
SMILES: O=C(CN(C(=O)CCC(=O)Nc1ccccn1)c1ccc(F)cc1)NCCc1ccccc1
LUMO in eV: 0.52
Max |F| in eV Å⁻¹: 0.76
HOMO energy in hartree: -0.3215
Charge: 0
Energy relative to the best compared isomer or geometry (same formula, charge and spin) in kJ/mol: 84.2



Below is C25H25FeN8SbSe4 as an isolated structure, with properties calculated with ωB97M-V/def2-TZVPD.

```
64
Properties=species:S:1:pos:R:3:forces:R:3:lowdin_spin:R:1
Sb -2.877914 3.689636 -0.189190 -0.54 -0.51 -0.57 0.12
Se -4.067967 4.356568 -2.350510 -0.20 0.27 -0.27 0.93
Se -2.584964 -0.092221 0.444952 -0.80 -0.68 -0.06 0.72
Se -0.491576 4.117308 -0.530797 0.46 0.22 -0.01 0.19
Se -3.792140 5.029137 1.501511 -0.71 0.99 0.87 0.17
Fe -1.148892 1.663141 -0.036881 -1.51 0.50 -0.05 2.55
N -1.157085 1.886043 2.016746 0.56 -0.22 0.28 -0.02
N 0.987511 1.223410 -2.482222 2.28 0.25 2.25 0.00
N -1.361924 1.313931 -2.020816 0.11 -0.23 -0.48 -0.02
N 1.214243 1.668744 2.303691 1.51 -0.07 -2.41 0.01
N -0.757243 -1.662543 -1.049888 0.28 -0.23 0.34 0.09
N -0.182760 -3.573403 0.283711 0.09 0.20 0.00 0.01
N 0.581089 -1.449574 0.777630 0.75 0.04 0.52 0.00
N 0.696070 1.339003 -0.073586 2.02 -0.26 0.60 0.05
C 2.901055 1.586421 0.515491 1.27 0.02 -0.93 0.00
C 1.480615 -3.262716 2.088973 0.06 -0.21 0.15 0.00
C -0.533553 1.055028 -4.263356 0.34 0.21 0.28 0.00
C -1.691033 -2.479945 -1.803158 0.00 0.07 -0.19 0.01
C -1.072357 -4.445619 -0.458260 -0.19 0.22 0.20 0.00
C 4.013446 1.419333 -1.657098 -1.59 0.10 -0.34 0.00
C -2.242107 -3.597238 -0.945383 -0.32 -0.49 -0.03 0.00
C 1.427627 1.297064 -1.229991 -1.48 -0.05 -1.58 0.01
C 4.144121 1.823679 1.112513 -0.80 -0.05 0.63 0.00
C -0.187617 1.563501 4.190262 0.66 -0.05 -0.46 0.01
C -1.413981 1.556446 4.785671 -0.64 0.40 -0.01 0.00
C 0.937050 -4.175257 0.989584 -0.37 -0.17 0.26 0.00
C -0.300003 1.216671 -2.865870 -1.54 -0.37 -0.38 0.00
C -0.058242 1.730818 2.774001 -0.92 -0.42 1.10 0.00
C 2.840063 1.405752 -0.874242 1.30 0.08 0.22 0.00
C 5.202904 1.667729 -1.041643 0.81 0.04 0.75 0.00
C -2.885018 1.102568 -3.881295 0.58 -0.06 0.17 0.02
C -2.541176 1.778714 3.989344 0.56 -0.08 0.35 0.02
C -2.610364 1.233551 -2.540962 -0.16 -0.06 0.14 0.02
C -1.805129 0.997892 -4.756624 -0.46 0.23 -0.17 0.00
C 1.760898 -1.900933 1.498510 -0.31 0.02 -0.58 0.00
C 5.279215 1.869216 0.346728 0.24 -0.11 -0.89 0.00
C 1.527967 1.543147 1.026359 -1.06 0.26 0.79 0.01
C -0.124114 -2.227958 -0.066651 -0.70 -0.69 -0.69 0.03
C -2.349127 1.906029 2.645048 -0.46 0.37 -0.51 0.03
H -1.393581 -5.239181 0.229184 -0.04 0.07 -0.13 0.00
H 6.115844 1.706688 -1.617855 0.05 0.02 -0.11 0.00
H 1.745935 -4.385412 0.285297 0.20 -0.21 -0.11 0.00
H 0.621379 -0.509283 0.440146 -0.10 0.37 -0.12 0.00
H -1.203971 -2.920551 -2.693681 -0.05 0.17 0.16 0.00
H 0.764583 -3.164883 2.910749 -0.01 -0.08 -0.13 0.00
H 0.713971 1.419105 4.784944 -0.13 0.07 -0.36 0.00
H -3.445654 1.246465 -1.843823 0.42 0.15 0.05 0.00
H 6.251889 2.068453 0.775703 -0.07 0.01 0.19 0.00
H -1.995850 0.915332 -5.823140 0.17 -0.05 0.08 0.00
H -3.204281 2.040214 1.996735 0.02 0.05 0.10 0.02
H -2.785146 -3.178472 -0.084204 0.16 -0.08 -0.22 0.00
H -3.524070 1.873848 4.415737 -0.19 -0.08 -0.07 0.00
H 0.582333 -5.139365 1.406071 0.24 0.43 -0.16 0.00
H 3.964609 1.314294 -2.739016 -0.15 -0.09 0.23 0.00
H 0.306640 1.032402 -4.950988 0.05 -0.10 0.39 0.00
H 1.950341 -1.142330 2.251785 0.27 -0.05 0.18 0.00
H -1.540202 1.446059 5.858335 0.21 -0.08 -0.08 0.00
H 4.208838 1.990369 2.173557 -0.10 0.03 0.28 0.00
H -2.510445 -1.845556 -2.178712 0.29 -0.08 0.17 0.00
H -0.582688 -4.930277 -1.315772 0.10 0.04 0.03 0.00
H -3.901672 1.096178 -4.225547 -0.24 -0.05 -0.01 0.00
H 2.413256 -3.687207 2.483887 -0.23 0.01 -0.01 0.00
H 2.628075 -1.969878 0.816910 -0.02 0.09 0.21 0.00
H -2.937694 -4.210061 -1.528580 0.03 -0.03 0.11 0.00
```
Forces are in eV/Å.

## Properties
Gap between HOMO and LUMO (spin up / spin down) in eV: 4.46 / 4.77
Spin multiplicity: 6
LUMO (spin up / spin down) in eV: 1.17 / 0.97
Max |F| in eV Å⁻¹: 3.21
HOMO energy (spin up / spin down) in hartree: -0.1206 / -0.1394
Charge: -1
Energy relative to the best compared isomer or geometry (same formula, charge and spin) in kJ/mol: 0.0



Below is C25H25N5 in the gas phase, with properties calculated with ωB97M-V/def2-TZVPD.

```
55
Properties=species:S:1:pos:R:3:forces:R:3:nbo_charge:R:1
N -4.422608 0.542739 0.490295 -0.23 -0.22 -0.43 -0.42
N 0.650463 -1.998271 -1.807879 -0.06 -0.07 -0.11 -0.45
N -0.555330 0.815353 1.835817 0.33 -0.19 -0.17 -0.57
N 1.627146 0.231954 1.459169 0.48 0.16 0.25 -0.57
N -1.238084 2.180755 3.640370 -0.70 -0.01 -0.16 -0.50
C 2.253021 -1.699740 -4.175617 -0.01 -0.03 -0.01 -0.16
C 1.343082 -0.587814 0.297168 -0.40 -0.15 -0.16 -0.04
C -3.188337 0.683065 0.934191 0.37 0.11 0.26 0.07
C -5.406785 1.056619 1.210563 -0.18 0.11 0.16 0.04
C 0.337761 -2.700074 -0.574512 0.05 -0.19 0.13 -0.21
C -3.909924 1.879708 2.867817 0.07 -0.10 -0.16 -0.12
C 0.347300 -2.798475 -2.978732 0.08 -0.03 0.11 -0.23
C 0.255855 -2.153069 -5.413997 0.01 -0.04 0.10 -0.21
C -2.864039 1.339424 2.121507 -0.62 -0.02 -0.14 -0.14
C 0.734825 0.235477 -0.848251 0.03 -0.08 -0.11 -0.41
C -5.204535 1.736530 2.403510 0.07 -0.03 -0.02 -0.27
C 0.333751 3.068227 5.181488 0.16 0.01 0.04 -0.19
C 0.957831 -2.202027 -4.218194 -0.05 -0.04 -0.09 -0.04
C -1.473328 1.461443 2.570712 0.52 0.36 0.61 0.43
C 0.046523 2.295600 4.039542 0.62 -0.28 -0.26 0.18
C 1.624814 3.208567 5.611734 -0.19 0.04 0.03 -0.19
C 0.838571 -1.616371 -6.549561 0.00 0.02 -0.13 -0.21
C 0.405850 -1.751290 0.627062 0.12 -0.08 -0.15 -0.42
C 2.127687 -1.116216 -6.498474 0.01 0.04 -0.11 -0.22
C 2.673573 2.587611 4.923520 0.24 -0.14 -0.15 -0.23
C 2.421602 1.828589 3.809023 0.08 0.01 0.03 -0.18
C 0.015594 -0.693253 -1.833898 0.06 0.23 0.01 -0.23
C 0.713092 0.892043 2.192896 -0.22 0.10 0.07 0.47
C 1.109277 1.663946 3.342775 -0.46 0.28 0.31 -0.12
C 2.833236 -1.157279 -5.306891 0.08 0.01 0.00 -0.22
H -0.741234 -2.930926 -3.119741 0.08 -0.03 0.02 0.17
H 1.072886 -3.504803 -0.464794 -0.10 -0.03 0.02 0.19
H 3.249983 1.360398 3.294639 0.08 -0.01 0.01 0.20
H -0.491188 3.537999 5.693279 -0.10 0.04 0.04 0.23
H -6.041170 2.140464 2.953111 -0.07 0.02 0.03 0.22
H 2.587740 0.311944 1.744000 -0.12 -0.02 -0.03 0.40
H -2.407583 0.258132 0.319075 0.11 -0.01 0.01 0.20
H 1.844643 3.801844 6.487303 -0.01 0.05 0.07 0.22
H 2.791163 -1.732740 -3.240714 0.07 0.01 0.10 0.21
H 3.839795 -0.766782 -5.262477 0.08 0.03 0.01 0.21
H -0.575816 -1.343264 0.862084 0.05 -0.08 0.00 0.23
H 0.282235 -1.585218 -7.475115 -0.04 0.01 -0.07 0.21
H -3.685627 2.395200 3.788975 0.01 0.04 0.06 0.24
H 0.766402 -2.286469 1.506737 -0.04 0.01 0.03 0.21
H -6.401548 0.914693 0.807717 -0.11 0.04 0.05 0.19
H -0.753618 -2.537547 -5.458080 -0.11 -0.02 0.02 0.21
H 0.027454 0.950447 -0.431290 0.07 0.02 -0.07 0.23
H 2.580991 -0.694441 -7.383556 0.03 0.04 -0.07 0.21
H 0.781868 -3.792243 -2.817536 -0.12 0.02 0.02 0.21
H 1.527160 0.786379 -1.356522 0.03 0.02 -0.02 0.20
H -1.055939 -0.768465 -1.582665 -0.03 -0.02 -0.06 0.17
H -0.664533 -3.163274 -0.614973 0.07 0.00 -0.02 0.17
H 0.091050 -0.290085 -2.845375 -0.10 0.00 0.07 0.22
H 3.687459 2.709282 5.275290 0.07 -0.01 0.00 0.22
H 2.299544 -1.004294 -0.032524 -0.07 0.10 0.09 0.21
```
Forces are in eV/Å.

## Properties
Gap between HOMO and LUMO in eV: 8.37
Spin multiplicity: 1
SMILES: c1ccc(CN2CCC(Nc3nc(-c4cccnc4)nc4ccccc34)CC2)cc1
LUMO in eV: 0.14
Max |F| in eV Å⁻¹: 0.87
HOMO energy in hartree: -0.3022
Charge: 0
Energy relative to the best compared isomer or geometry (same formula, charge and spin) in kJ/mol: 0.0